[1]
Molecular formula: C20H25N9O3Y
Method: DFT, ωB97M-V with the def2-TZVPD basis set

ORCA input file:
```
! wB97M-V def2-TZVPD RIJCOSX def2/J DEFGRID3
* xyz 1 1
Y -2.15298 -0.14432 0.01225
N -3.62326 1.79628 0.63165
C -3.52045 1.95076 2.11698
C -3.44198 0.56728 2.79341
O -4.14362 0.31450 3.75245
N -2.56289 -0.25679 2.17741
C -2.55161 -1.65193 2.59480
C -2.27204 -2.58172 1.39858
O -1.59804 -3.57370 1.47310
O -2.78798 -2.14241 0.22996
H -4.57842 1.51437 0.41121
H -3.51140 2.70645 0.19112
H -2.61338 2.51603 2.33243
H -4.37633 2.47943 2.53241
H -1.79552 -1.86781 3.35076
H -3.52123 -1.92975 3.02320
C -4.01791 -3.01938 -4.64160
C -3.45833 -1.78577 -4.02643
C -3.08256 -0.57290 -4.58167
C -2.62442 0.21012 -3.52057
N -2.71759 -0.47135 -2.37652
N -3.23031 -1.68150 -2.71039
C -2.05976 1.58978 -3.54779
H -4.00576 -2.93172 -5.72494
H -5.04845 -3.17912 -4.32448
H -3.43135 -3.89386 -4.36127
H -3.13635 -0.30584 -5.62250
H -3.34048 -2.36995 -1.97378
H -2.40951 2.13632 -4.42086
H -0.96901 1.56683 -3.58787
H -2.35894 2.16412 -2.66744
C 0.91142 2.20133 -0.46471
C 1.16158 0.74071 -0.33556
N 0.24615 -0.19432 -0.13316
C 0.91286 -1.41141 -0.10431
C 2.23348 -1.19222 -0.28957
N 2.38125 0.17347 -0.44002
C 3.65165 0.88794 -0.51247
N 4.12355 1.28440 0.77445
N 3.69713 2.46668 1.29851
N 4.12794 2.58528 2.48640
C 4.86067 1.46205 2.80579
C 5.53478 1.12629 3.98485
C 6.18117 -0.08451 4.00572
C 6.16941 -0.94631 2.88713
C 5.51546 -0.62886 1.72074
C 4.85731 0.60429 1.70688
H -0.14016 2.42297 -0.27668
H 1.14698 2.54763 -1.47310
H 1.51174 2.77078 0.24502
H 0.39957 -2.34575 0.06721
H 3.07708 -1.85814 -0.32468
H 3.52133 1.78425 -1.11485
H 4.37786 0.23805 -0.99649
H 5.53920 1.79708 4.83188
H 6.71679 -0.39647 4.89123
H 6.69776 -1.88788 2.95405
H 5.52792 -1.29978 0.87213
*
```

The value obtained for the HOMO energy is -0.4235 hartree. As for the energy above the lowest of the compared OMol25 structures with the same formula, charge and spin: 0.000 eV. The value obtained for the HOMO-LUMO gap is 8.75 eV. Its largest force on an atom is 0.5 eV/Å. The LUMO energy comes out at -2.8 eV.

[2]
Molecular formula: C39H56BaF3N4O5Si3
Method: DFT, ωB97M-V with the def2-TZVPD basis set

ORCA input file:
```
! wB97M-V def2-TZVPD RIJCOSX def2/J DEFGRID3
* xyz -1 1
Ba -1.38394 0.01524 -0.15656
C -0.94926 3.48453 2.20591
O -1.28306 2.45594 1.26590
Si -1.85492 2.85075 -0.25581
C -3.17024 4.28631 -0.19817
C -0.61885 3.68384 -1.39758
C -2.74813 1.37336 -0.81831
Si -2.66957 0.69355 -2.52750
C -3.69756 -0.82670 -3.09108
C -3.60145 2.04253 -3.59624
C -0.90231 0.73694 -3.16566
Si -3.99236 0.72491 0.35362
C -3.77086 -1.14589 -0.02547
C -3.91818 1.33565 2.14579
C -5.75175 1.24067 -0.26375
H -1.85179 4.00033 2.53919
H -0.24778 4.19072 1.76249
H -0.45915 3.02360 3.05284
H -2.77132 5.28359 0.02210
H -4.00222 4.11061 0.49267
H -3.60212 4.31271 -1.20306
H -0.40733 4.67542 -0.98530
H -1.12093 3.83704 -2.35937
H 0.32203 3.16452 -1.54655
H -4.73373 -0.67459 -2.77612
H -3.39885 -1.83416 -2.79956
H -3.68238 -0.75897 -4.18263
H -4.57653 2.23888 -3.14315
H -3.76878 1.77345 -4.64700
H -3.05363 2.98969 -3.58559
H -0.11635 0.01551 -2.95516
H -0.54651 1.71556 -2.83552
H -1.04821 0.85492 -4.24334
H -3.50098 -1.91927 0.69091
H -3.09051 -1.14497 -0.87819
H -4.75377 -1.41716 -0.41817
H -3.17296 0.91881 2.81927
H -4.92548 1.20405 2.55200
H -3.75559 2.41406 2.07023
H -5.95648 0.82629 -1.25679
H -5.78293 2.32835 -0.36970
H -6.57609 0.93745 0.39375
F 5.07426 -7.40795 2.25347
C 5.50763 -6.67670 1.19621
F 5.87681 -7.56336 0.24905
F 6.64224 -6.06970 1.61919
C 4.48402 -5.70688 0.71610
C 4.03712 -4.71365 1.58552
C 3.06204 -3.82889 1.17849
C 2.48937 -3.90555 -0.10626
C 2.98171 -4.89104 -0.97039
C 3.95944 -5.78639 -0.56288
C 1.40704 -3.06745 -0.49473
C 0.42163 -2.32143 -0.51339
H 4.45597 -4.64141 2.58310
H 2.70744 -3.05622 1.84827
H 2.57643 -4.95181 -1.97296
H 4.30837 -6.55173 -1.24354
C -4.73844 -2.04990 3.61939
C -3.22368 -2.06967 3.69477
O -2.62654 -1.08469 4.07275
C -2.49916 -3.30429 3.27428
C -1.43440 -3.23219 2.38469
C -0.82254 -4.38938 1.92936
C -1.23061 -5.61938 2.42151
C -2.26754 -5.69813 3.34382
C -2.92120 -4.54401 3.74694
H -5.04816 -1.09154 3.20314
H -5.14439 -2.11400 4.63192
H -5.14090 -2.86603 3.02167
H -1.10004 -2.28118 1.98461
H -0.05440 -4.30818 1.17237
H -0.74106 -6.52217 2.07653
H -2.57442 -6.65931 3.73857
H -3.75298 -4.60303 4.44165
C 1.92447 3.70757 -4.24245
C 2.80405 4.09602 -3.05690
C 3.61353 2.90944 -2.45635
C 4.45718 2.21910 -3.52102
C 5.32817 1.08517 -2.98578
C 4.50055 3.55636 -1.40587
O 5.62579 3.96518 -1.62982
N 3.88967 3.73266 -0.19940
C 2.62250 3.21563 0.16661
O 2.16400 3.62312 1.23614
N 2.03877 2.29026 -0.61489
C 2.60424 1.95626 -1.79741
O 2.27687 0.94092 -2.41061
H 1.24150 4.52281 -4.48949
H 1.32748 2.81978 -4.02257
H 2.51916 3.49155 -5.13095
H 2.17656 4.52058 -2.26980
H 3.51674 4.87214 -3.35070
H 5.09134 2.97807 -3.98621
H 3.78080 1.82005 -4.27560
H 6.01649 1.44880 -2.22038
H 5.92943 0.65086 -3.78767
H 4.71197 0.29209 -2.56260
H 4.37791 4.25516 0.51111
C 0.32426 0.45347 3.80747
C 1.36791 0.37528 2.74146
N 1.25362 -0.20217 1.56993
C 2.51372 -0.15348 1.00477
C 3.38495 0.44096 1.84427
N 2.64590 0.76600 2.96967
H -0.62719 0.06612 3.45426
H 0.15328 1.47546 4.14907
H 0.60260 -0.14618 4.67735
H 2.68325 -0.53565 0.01192
H 4.43252 0.67186 1.75785
H 2.94780 1.37793 3.70603
*
```

The value obtained for the HOMO energy is -0.1607 hartree. As for the energy above the lowest of the compared OMol25 structures with the same formula, charge and spin: 7.299 eV. The value obtained for the HOMO-LUMO gap is 6.20 eV. Its largest force on an atom is 16.2 eV/Å. The LUMO energy comes out at 1.8 eV.

[3]
Molecular formula: C34H86N8O13S5
Method: DFT, ωB97M-V with the def2-TZVPD basis set

ORCA input file:
```
! wB97M-V def2-TZVPD RIJCOSX def2/J DEFGRID3
* xyz 0 1
C -5.31687 1.20159 -5.26505
C -4.12305 1.12489 -4.35077
O -3.41849 2.08272 -4.09055
N -3.83313 -0.11493 -3.85634
C -2.70863 -0.36515 -2.99381
H -6.13019 1.65727 -4.69298
H -5.63298 0.23581 -5.65368
H -5.16017 1.89564 -6.08766
H -4.43612 -0.88488 -4.08273
H -2.02238 0.47789 -2.97965
H -2.12724 -1.26918 -3.18660
H -3.03829 -0.49922 -1.95607
C 0.83663 -2.67816 -5.64607
C 0.66348 -1.89551 -4.35976
O -0.13670 -2.27701 -3.50994
N 1.47409 -0.84149 -4.13376
C 1.26220 0.03100 -2.97813
H 1.77573 -2.41634 -6.14049
H 0.03423 -2.54626 -6.36807
H 0.88656 -3.73525 -5.39205
H 2.06274 -0.54476 -4.89253
H 1.87498 0.91477 -3.13101
H 1.56176 -0.48638 -2.07262
H 0.20280 0.26034 -2.89927
C 0.16347 6.71058 -0.28125
C -0.83875 5.77292 -0.92852
O -2.05042 5.96273 -0.97204
N -0.24205 4.73976 -1.55900
C -0.83069 3.55830 -2.15446
H 0.10544 7.68839 -0.76312
H 1.17197 6.32127 -0.39342
H -0.09754 6.88510 0.76060
H 0.75929 4.79588 -1.59843
H -1.04249 2.84580 -1.34768
H -0.05601 3.00697 -2.69076
H -1.69516 3.71625 -2.79352
C 3.72320 4.81967 1.93073
C 3.63832 4.95290 0.43460
O 4.16292 5.91099 -0.12359
N 2.98503 4.00214 -0.25039
C 2.33455 2.78395 0.20552
H 4.43477 4.03383 2.19426
H 2.75735 4.66035 2.41117
H 4.11742 5.75015 2.33226
H 2.97715 4.15527 -1.24822
H 2.70128 1.87074 -0.25931
H 1.28361 2.93511 -0.04599
H 2.34609 2.55911 1.26725
C 4.89572 -1.34400 2.36525
C 4.17917 -0.06133 2.69995
O 4.29062 0.90886 1.94233
N 3.41745 -0.02843 3.79611
C 2.61892 1.14784 4.11286
H 4.91982 -2.04406 3.20341
H 5.93224 -1.05998 2.17112
H 4.49874 -1.83480 1.47832
H 3.46128 -0.72471 4.51617
H 3.18183 2.07563 4.03784
H 2.10087 0.99230 5.05577
H 1.80850 1.21406 3.37556
C -5.11278 5.45380 0.61350
C -4.89763 3.95290 0.50682
O -5.44322 3.14666 1.25896
N -4.13097 3.57458 -0.52886
C -3.78668 2.21140 -0.81499
H -5.99724 5.66376 0.00331
H -4.28797 6.01581 0.17993
H -5.37077 5.74649 1.62637
H -3.52769 4.29300 -0.91493
H -2.87332 2.09252 -1.38579
H -4.57559 1.68095 -1.35747
H -3.66885 1.58628 0.07822
C -5.91428 -2.64807 3.79351
C -5.24404 -1.72172 2.81869
O -4.60583 -2.18042 1.87291
N -5.36048 -0.40046 3.03486
C -4.76494 0.57010 2.13840
H -5.28839 -3.53424 3.91426
H -6.79950 -3.11375 3.35790
H -6.04572 -2.14457 4.74960
H -5.97042 -0.11928 3.77980
H -5.33502 0.61010 1.20618
H -3.78932 0.25433 1.76272
H -4.68164 1.50921 2.67374
C 7.65870 0.26176 -1.93936
C 6.91623 0.70313 -0.68672
O 7.57843 1.27953 0.17199
N 5.61093 0.43332 -0.54484
C 4.77147 -0.24642 -1.53354
H 8.55231 -0.22280 -1.54299
H 7.97886 1.13662 -2.49928
H 7.19047 -0.49512 -2.57051
H 5.18251 0.62431 0.36631
H 5.01026 -1.31162 -1.46062
H 4.96120 0.12314 -2.53715
H 3.73587 -0.11759 -1.23701
C -2.72423 -4.27572 -0.57596
S -2.40657 -5.08105 1.01822
O -1.12781 -4.45134 1.49508
C -1.77886 -6.67165 0.33723
H -3.47359 -3.51396 -0.38578
H -3.00162 -5.03294 -1.31247
H -1.75847 -3.92699 -0.94032
H -1.09310 -6.37632 -0.45575
H -2.60508 -7.27350 -0.04358
H -1.23773 -7.25378 1.07598
C 1.07710 -4.48270 -1.37831
S 2.87153 -4.60095 -0.96537
O 3.10500 -3.56939 0.10115
C 3.51124 -4.01710 -2.55720
H 0.54158 -4.73815 -0.46519
H 0.83495 -5.18450 -2.17593
H 0.86774 -3.46262 -1.69865
H 3.36693 -2.93457 -2.61775
H 2.92411 -4.52598 -3.31879
H 4.58387 -4.17619 -2.63231
C -0.31578 -6.27775 3.96683
S 1.46783 -6.21171 4.35239
O 2.01807 -7.58190 4.02925
C 1.90145 -5.20373 2.86814
H -0.80283 -6.62066 4.87979
H -0.40232 -6.93597 3.11126
H -0.72084 -5.28202 3.79827
H 1.18156 -4.39528 2.75665
H 1.80561 -5.90231 2.03766
H 2.92186 -4.83691 2.92767
C 1.14615 -1.65261 0.82040
S -0.09430 -0.29762 0.94282
O 0.21843 0.68099 -0.15009
C -1.57735 -1.18735 0.35403
H 0.60405 -2.53192 1.17977
H 2.02768 -1.44042 1.40916
H 1.30223 -1.82304 -0.23981
H -1.33269 -1.53965 -0.64946
H -2.23405 -0.31843 0.33731
H -1.89174 -2.01475 0.98262
C -1.52074 3.25405 1.51914
S -0.12051 3.93791 2.46100
O -0.48253 5.38399 2.67434
C -0.52240 3.01307 3.99228
H -2.42780 3.05842 2.09888
H -1.28133 2.28898 1.06111
H -1.83792 3.91401 0.71368
H -0.47244 1.95269 3.72673
H -1.56414 3.21051 4.23759
H 0.19010 3.23418 4.78047
*
```

The value obtained for the HOMO energy is -0.3278 hartree. As for the energy above the lowest of the compared OMol25 structures with the same formula, charge and spin: 0.453 eV. The value obtained for the HOMO-LUMO gap is 8.87 eV. Its largest force on an atom is 1.8 eV/Å. The LUMO energy comes out at 0.0 eV.

[4]
Molecular formula: C2H2ClN5
Method: DFT, ωB97M-V with the def2-TZVPD basis set

ORCA input file:
```
! wB97M-V def2-TZVPD RIJCOSX def2/J DEFGRID3
* xyz 0 1
Cl 3.55570 1.15497 -1.19659
N 1.91112 1.01410 -1.16133
N 1.52090 0.54680 -0.07559
N 0.21581 0.35216 0.02758
C -0.35249 -0.70627 0.76836
C -1.69025 -0.66334 0.47171
N -1.93742 0.44135 -0.24434
N -0.84710 0.98934 -0.52948
H -0.01092 -1.62635 1.09594
H -2.36535 -1.50275 0.84374
*
```

The value obtained for the HOMO energy is -0.3810 hartree. As for the energy above the lowest of the compared OMol25 structures with the same formula, charge and spin: 0.000 eV. The value obtained for the HOMO-LUMO gap is 9.63 eV. Its largest force on an atom is 5.2 eV/Å. The LUMO energy comes out at -0.7 eV.